ORCA calculation (ωB97M-V/def2-TZVPD) on 2 unconnected molecules or ions with the total composition C5H10O.

```
! wB97M-V def2-TZVPD RIJCOSX def2/J DEFGRID3
* xyz 0 1
O -0.19 -0.26 1.85
C -0.69 0.11 0.82
C -0.30 0.01 -0.66
C -1.82 0.15 -0.97
C -2.07 0.66 0.47
H 0.23 -0.88 -0.98
H 0.27 0.90 -0.96
H -2.28 -0.82 -1.14
H -2.09 0.83 -1.78
H -2.91 0.26 1.04
H -2.08 1.75 0.54
C 2.79 -0.56 0.48
H 2.92 -1.25 -0.35
H 3.65 -0.62 1.15
H 2.70 0.46 0.09
H 1.88 -0.81 1.04
*
```

- SMILES: O=C1CCC1.C
- LUMO level: 0.9348 eV
- HOMO level: -9.6 eV
- Frontier orbital gap: 10.5 eV
- Energy: -7393.692 eV
- ΔE to the lowest compared entry with this formula, charge and spin: 1.073 eV